Model 1:
{
  "formula": "C6H39NO13",
  "method": "ωB97M-V with the def2-TZVPD basis set",
  "homo_energy_ev": -9.59,
  "e_lumo_ev": -0.333,
  "multiplicity": 1,
  "elements": ["C", "C", "N", "C", "C", "C", "C", "O", "H", "H", "H", "H", "H", "H", "H", "H", "H", "H", "H", "H", "H", "H", "H", "H", "H", "O", "H", "H", "O", "H", "H", "O", "H", "H", "O", "H", "H", "O", "H", "H", "O", "H", "H", "O", "H", "H", "O", "H", "H", "O", "H", "H", "O", "H", "H", "O", "H", "H", "O"],
  "coordinates": [[-2.255, 1.940, -0.378], [-1.297, 2.012, -1.622], [-0.231, 0.964, -1.409], [3.335, 0.463, -2.052], [2.050, -0.036, -2.515], [0.958, 1.191, -2.319], [0.521, 1.680, -3.764], [1.570, 2.570, -4.298], [-2.520, 0.978, -0.391], [-2.970, 2.676, -0.707], [-1.711, 2.025, 0.589], [-1.835, 1.807, -2.571], [-0.781, 2.971, -1.411], [-0.547, 0.020, -1.587], [3.358, 1.501, -1.729], [4.060, 0.388, -2.918], [3.829, -0.322, -1.321], [1.776, -0.798, -1.837], [1.867, -0.289, -3.657], [1.541, 2.012, -1.974], [0.377, 0.740, -4.480], [-0.502, 2.194, -3.691], [2.545, 2.310, -3.930], [-1.259, -3.346, 0.488], [-2.546, -4.323, 0.736], [-2.219, -3.461, 0.325], [-1.949, -3.170, -2.432], [-0.566, -2.809, -2.043], [-1.077, -3.221, -2.843], [1.636, 3.005, 2.132], [3.007, 2.391, 1.507], [2.553, 3.229, 1.929], [-1.837, -2.472, 4.294], [-0.534, -1.621, 4.374], [-1.444, -1.607, 4.657], [-3.399, -0.226, 2.799], [-2.649, 1.234, 2.944], [-3.471, 0.620, 3.199], [1.278, -1.635, 1.424], [1.925, -1.604, 0.033], [1.909, -2.062, 0.867], [-2.807, -0.429, -1.226], [-2.484, -1.492, -2.309], [-2.256, -1.227, -1.432], [2.114, 0.336, 2.600], [2.331, 0.587, 4.296], [1.865, 0.092, 3.547], [0.425, -4.069, 1.519], [0.575, -3.732, 3.193], [0.144, -3.678, 2.377], [0.767, 1.363, 0.307], [0.847, -0.135, 0.678], [1.155, 0.712, 0.913], [-1.562, -1.658, 1.338], [-1.409, -1.136, 0.032], [-0.999, -0.977, 0.973], [-0.148, 2.512, 2.142], [-0.791, 2.161, 3.535], [-0.262, 2.850, 3.099]],
  "nbo_charge": [-0.578, -0.233, -0.691, -0.643, -0.417, -0.053, -0.080, -0.739, 0.157, 0.223, 0.212, 0.185, 0.217, 0.374, 0.219, 0.216, 0.227, 0.187, 0.226, 0.179, 0.155, 0.190, 0.471, 0.482, 0.495, -0.975, 0.461, 0.466, -0.921, 0.478, 0.476, -0.956, 0.466, 0.476, -0.940, 0.472, 0.471, -0.942, 0.486, 0.457, -0.937, 0.495, 0.500, -0.969, 0.510, 0.491, -1.011, 0.509, 0.503, -1.012, 0.502, 0.479, -0.996, 0.483, 0.487, -0.994, 0.464, 0.480, -0.938]
}

***

Model 2:
{
  "formula": "C6H39NO13",
  "method": "ωB97M-V with the def2-TZVPD basis set",
  "homo_energy_ev": -8.87,
  "e_lumo_ev": 0.033,
  "multiplicity": 1,
  "elements": ["C", "N", "C", "C", "C", "C", "C", "O", "H", "H", "H", "H", "H", "H", "H", "H", "H", "H", "H", "H", "H", "H", "H", "H", "H", "O", "H", "H", "O", "H", "H", "O", "H", "H", "O", "H", "H", "O", "H", "H", "O", "H", "H", "O", "H", "H", "O", "H", "H", "O", "H", "H", "O", "H", "H", "O", "H", "H", "O"],
  "coordinates": [[-2.159, 2.123, 2.244], [-1.177, 1.519, 1.357], [0.211, 1.595, 1.824], [0.743, 0.217, 2.295], [2.141, -0.231, 1.859], [0.648, 0.208, 3.838], [1.081, 2.302, 0.767], [0.490, 3.499, 0.301], [-3.147, 1.790, 1.925], [-2.090, 3.207, 2.326], [-2.046, 1.802, 3.280], [-1.364, 1.777, 0.398], [0.266, 2.250, 2.704], [0.024, -0.561, 2.021], [2.558, 0.215, 0.959], [2.880, -0.113, 2.653], [2.101, -1.312, 1.718], [1.424, 0.924, 4.149], [1.043, -0.742, 4.211], [-0.292, 0.567, 4.236], [1.271, 1.704, -0.118], [1.998, 2.543, 1.321], [0.106, 4.016, 0.985], [-2.766, -0.799, -1.651], [-3.238, -2.108, -2.356], [-3.518, -1.256, -2.017], [1.109, -0.470, -3.603], [0.287, -1.698, -3.863], [0.806, -1.299, -3.164], [-1.439, -3.293, 3.347], [-0.278, -2.362, 3.386], [-0.505, -3.256, 3.105], [2.733, 1.821, -1.688], [3.381, 0.494, -1.447], [3.286, 1.164, -2.125], [-0.499, -0.818, -1.149], [-1.321, -0.310, 0.031], [-1.243, -1.060, -0.578], [1.580, -2.867, -2.847], [2.429, -1.683, -3.237], [2.326, -2.340, -2.540], [-0.252, -2.281, 0.291], [0.309, -3.235, 1.321], [0.321, -3.066, 0.367], [-0.112, -4.736, -2.101], [-0.594, -3.487, -1.327], [-0.863, -4.164, -1.964], [0.053, 3.839, -1.439], [-0.272, 4.300, -2.904], [-0.274, 3.566, -2.285], [2.391, 1.132, -3.851], [1.112, 1.954, -3.882], [1.473, 1.110, -4.176], [-0.486, 1.381, -2.208], [0.682, 0.439, -2.217], [0.109, 0.928, -1.599], [-4.804, -2.249, 0.681], [-4.402, -0.826, 1.163], [-4.234, -1.762, 1.275]],
  "nbo_charge": [-0.401, -0.674, -0.052, -0.235, -0.625, -0.611, -0.075, -0.755, 0.204, 0.158, 0.191, 0.384, 0.171, 0.211, 0.200, 0.204, 0.242, 0.199, 0.208, 0.213, 0.210, 0.162, 0.478, 0.489, 0.477, -0.981, 0.484, 0.479, -0.983, 0.485, 0.468, -0.941, 0.480, 0.492, -0.957, 0.507, 0.494, -0.985, 0.467, 0.459, -0.932, 0.486, 0.491, -1.001, 0.466, 0.500, -0.973, 0.505, 0.475, -0.991, 0.508, 0.494, -0.972, 0.498, 0.496, -0.989, 0.481, 0.468, -0.948]
}

***

Which structure wins on stability? model 2 wins.

***

Model 1:
{
  "formula": "C23H29N3O4",
  "method": "ωB97M-V with the def2-TZVPD basis set",
  "homo_energy_ev": -8.02,
  "e_lumo_ev": -0.101,
  "multiplicity": 1,
  "elements": ["C", "C", "C", "C", "C", "C", "C", "C", "H", "H", "H", "H", "N", "C", "O", "N", "C", "C", "C", "C", "C", "C", "C", "O", "H", "C", "O", "N", "H", "C", "H", "H", "C", "H", "H", "C", "O", "C", "C", "H", "H", "H", "C", "H", "H", "H", "H", "H", "H", "H", "H", "H", "H", "H", "H", "H", "H", "H", "H"],
  "coordinates": [[-4.517, -2.540, 0.570], [-2.962, -2.191, 0.534], [-2.476, -1.243, 1.499], [-1.248, -1.000, 1.553], [-0.386, -1.659, 0.494], [-0.930, -2.446, -0.272], [-2.307, -2.828, -0.232], [-2.708, -3.613, -1.595], [-3.158, -4.515, -1.131], [-3.428, -3.212, -2.082], [-1.924, -3.712, -2.108], [-0.289, -2.702, -1.127], [0.969, -1.247, 0.575], [1.635, -1.089, 1.926], [1.123, -1.663, 2.767], [2.810, -0.672, 2.029], [3.469, -0.059, 0.936], [4.530, 0.832, 1.162], [5.182, 1.737, -0.029], [4.436, 1.650, -1.091], [3.297, 0.814, -1.501], [2.701, 0.166, -0.212], [1.665, -0.784, -0.507], [2.117, -2.073, -0.851], [1.874, -2.045, -2.191], [0.802, -0.322, -1.662], [0.698, -1.074, -2.743], [0.086, 0.923, -1.357], [0.017, 1.073, -0.269], [-0.847, 1.362, -2.158], [-0.725, 2.592, -2.221], [-0.671, 1.021, -3.359], [-2.310, 1.115, -1.886], [-2.988, 1.423, -2.684], [-2.530, -0.070, -1.936], [-2.703, 1.785, -0.486], [-2.400, 2.959, -0.601], [-2.881, 3.617, 1.016], [-2.794, 5.141, 0.506], [-3.279, 5.782, 1.433], [-3.264, 5.281, -0.239], [-1.876, 5.442, 0.565], [-2.158, 3.157, 2.010], [-2.437, 3.637, 2.866], [-2.289, 2.206, 2.139], [-0.850, 3.336, 1.790], [-3.853, 3.217, 0.963], [-2.090, 0.855, 0.286], [-3.798, 1.526, -0.479], [2.750, 0.842, -2.335], [4.896, 2.231, -2.072], [5.984, 2.277, 0.138], [5.229, 0.960, 1.952], [3.427, -0.776, 2.890], [-0.832, -0.375, 2.471], [-3.278, -0.843, 2.473], [-5.138, -2.113, 1.220], [-5.086, -2.230, -0.412], [-4.672, -3.520, 0.602]],
  "nbo_charge": [-0.622, 0.043, -0.218, -0.209, 0.146, -0.236, -0.022, -0.565, 0.209, 0.199, 0.196, 0.231, -0.458, 0.799, -0.605, -0.595, 0.118, -0.209, -0.180, -0.206, -0.128, -0.033, 0.181, -0.740, 0.489, 0.744, -0.639, -0.632, 0.432, -0.230, 0.197, 0.227, -0.432, 0.214, 0.196, -0.038, -0.593, 0.163, -0.515, 0.169, 0.183, 0.201, -0.637, 0.252, 0.230, 0.190, 0.196, 0.104, 0.134, 0.211, 0.190, 0.208, 0.214, 0.436, 0.238, 0.202, 0.206, 0.192, 0.201]
}

***

Model 2:
{
  "formula": "C23H29N3O4",
  "method": "ωB97M-V with the def2-TZVPD basis set",
  "homo_energy_ev": -7.58,
  "smiles": "CCOC(=O)C1CCN(c2c(N3CCN(Cc4ccccc4)CC3)c(=O)c2=O)CC1",
  "e_lumo_ev": 0.564,
  "multiplicity": 1,
  "elements": ["C", "C", "O", "C", "O", "C", "C", "C", "N", "C", "C", "N", "C", "C", "N", "C", "C", "C", "C", "C", "C", "C", "C", "C", "C", "O", "C", "O", "C", "C", "H", "H", "H", "H", "H", "H", "H", "H", "H", "H", "H", "H", "H", "H", "H", "H", "H", "H", "H", "H", "H", "H", "H", "H", "H", "H", "H", "H", "H"],
  "coordinates": [[2.677, 2.693, 2.950], [2.905, 3.901, 2.056], [3.036, 3.536, 0.679], [1.927, 3.329, -0.024], [0.810, 3.436, 0.416], [2.276, 3.014, -1.474], [1.014, 2.824, -2.318], [0.182, 1.641, -1.798], [1.035, 0.623, -1.213], [0.934, 0.267, 0.083], [-0.090, 0.180, 1.040], [-1.424, 0.285, 1.063], [-2.243, 0.150, -0.125], [-3.340, -0.909, 0.131], [-2.902, -1.958, 1.025], [-1.800, -2.775, 0.518], [-2.064, -3.258, -0.880], [-3.191, -4.026, -1.151], [-3.447, -4.466, -2.436], [-2.576, -4.148, -3.466], [-1.451, -3.387, -3.204], [-1.198, -2.942, -1.918], [-2.651, -1.410, 2.351], [-2.130, 0.046, 2.304], [0.871, -0.168, 2.102], [0.806, -0.266, 3.309], [1.942, -0.208, 1.040], [3.102, -0.557, 0.959], [2.337, 0.517, -1.838], [3.182, 1.773, -1.580], [2.755, 2.990, 3.991], [3.417, 1.923, 2.746], [1.687, 2.279, 2.782], [2.077, 4.611, 2.154], [3.849, 4.395, 2.297], [2.830, 3.887, -1.834], [0.402, 3.726, -2.282], [1.314, 2.658, -3.354], [-0.396, 1.205, -2.623], [-0.503, 1.998, -1.030], [-2.704, 1.113, -0.378], [-1.614, -0.170, -0.955], [-3.647, -1.349, -0.819], [-4.218, -0.446, 0.589], [-1.729, -3.642, 1.186], [-0.830, -2.256, 0.545], [-3.866, -4.267, -0.343], [-4.325, -5.063, -2.637], [-2.774, -4.495, -4.470], [-0.767, -3.140, -4.003], [-0.313, -2.352, -1.717], [-1.928, -2.046, 2.864], [-3.590, -1.437, 2.916], [-2.963, 0.754, 2.352], [-1.458, 0.234, 3.140], [2.169, 0.378, -2.910], [2.849, -0.361, -1.446], [3.746, 1.653, -0.655], [3.896, 1.899, -2.394]],
  "nbo_charge": [-0.638, -0.074, -0.509, 0.812, -0.621, -0.316, -0.417, -0.218, -0.435, 0.173, 0.123, -0.401, -0.237, -0.242, -0.445, -0.252, 0.046, -0.224, -0.207, -0.216, -0.210, -0.239, -0.229, -0.245, 0.427, -0.578, 0.407, -0.586, -0.226, -0.416, 0.220, 0.225, 0.220, 0.193, 0.190, 0.244, 0.233, 0.209, 0.192, 0.232, 0.199, 0.211, 0.225, 0.199, 0.212, 0.172, 0.220, 0.214, 0.213, 0.212, 0.211, 0.210, 0.197, 0.192, 0.254, 0.192, 0.246, 0.241, 0.215]
}

***

Which structure wins on stability? model 2 wins.

***

Model 1:
{
  "formula": "CFNO2",
  "method": "ωB97M-V with the def2-TZVPD basis set",
  "homo_energy_ev": -10.87,
  "e_lumo_ev": -2.230,
  "multiplicity": 1,
  "elements": ["C", "N", "O", "O", "F"],
  "coordinates": [[0.458, 0.458, -0.128], [-0.678, -0.097, -0.141], [1.127, 1.362, 0.104], [-1.453, -0.679, -0.805], [0.546, -1.043, 0.970]],
  "nbo_charge": [0.844, 0.189, -0.380, -0.164, -0.489]
}

***

Model 2:
{
  "formula": "CFNO2",
  "method": "ωB97M-V with the def2-TZVPD basis set",
  "homo_energy_ev": [-10.35, -9.13],
  "e_lumo_ev": [-0.460, -1.710],
  "multiplicity": 1,
  "elements": ["C", "N", "O", "O", "F"],
  "coordinates": [[0.332, -0.724, 0.460], [-0.772, 0.701, -1.332], [0.323, -1.354, 1.443], [-1.383, 1.398, -0.692], [1.500, -0.021, 0.121]],
  "nbo_charge": [0.750, 0.261, -0.501, -0.140, -0.370]
}

***

Model 3:
{
  "formula": "CFNO2",
  "method": "ωB97M-V with the def2-TZVPD basis set",
  "homo_energy_ev": [-10.03, -10.04],
  "e_lumo_ev": [-1.587, -1.586],
  "multiplicity": 1,
  "elements": ["C", "N", "O", "O", "F"],
  "coordinates": [[-0.117, 0.075, 0.170], [0.937, 0.639, 0.330], [-1.247, -0.152, -0.186], [-1.329, -0.821, -1.327], [1.973, 0.170, 1.078]],
  "nbo_charge": [0.734, -0.058, -0.084, -0.436, -0.156]
}

***

Which structure wins on stability? model 2 wins.